1.
DFT (ωB97M-V with the def2-TZVPD basis set) results for a cluster of 2 separate species, C5H7ClF4O in total.

```
! wB97M-V def2-TZVPD RIJCOSX def2/J DEFGRID3
* xyz 0 1
Cl 3.40797 1.76920 0.85746
F 2.24411 -1.34795 0.78154
F 1.83347 -1.05782 -1.34508
F 3.86004 -0.81968 -0.59163
F 2.31362 1.34899 -1.43928
O -1.23998 1.29920 0.53211
C 2.56755 -0.65990 -0.34235
C -2.73654 -0.45774 1.15013
C 2.26600 0.82003 -0.17962
C -1.75238 0.06607 0.15766
C -1.47000 -0.43559 -1.04018
H -3.43378 -1.16053 0.73763
H -3.41569 0.25835 1.67155
H -1.92410 -1.37876 -1.20467
H 1.31749 1.08515 0.20137
H -0.64487 -0.08403 -1.61705
H -0.90872 1.74322 -0.25608
H -2.28418 -0.98823 1.92647
*
```

Its SMILES is F[C@H](Cl)C(F)(F)F.C=C(C)O. The total energy is -30737.569 eV. The value obtained for the HOMO energy is -0.3415 Eh. The value obtained for the HOMO-LUMO gap is 9.96 eV.

---

2.
DFT (ωB97M-V with the def2-TZVPD basis set) results for a structure of composition C16H18F6N4O6OsS2Si.

```
! wB97M-V def2-TZVPD RIJCOSX def2/J DEFGRID3
* xyz -2 5
Os 0.05626 0.54864 -0.85856
S -2.77763 1.28590 -0.66184
S -2.47515 -1.12914 -2.10865
Si 1.07276 0.96382 2.21305
F -1.60124 -4.19429 -2.13871
F -3.74758 -3.90983 -2.00047
F -4.09266 1.00344 1.66335
F -2.53781 -3.91941 -0.20318
F -5.11833 0.10285 -0.01548
F -3.42933 -0.89788 0.87744
O -2.63959 -1.44210 -3.51972
O -3.51456 2.52178 -0.45740
O 1.61883 0.45780 -2.22441
O -0.94311 -0.99036 -1.76888
O -1.34917 2.20253 -1.56912
O -1.57347 0.89206 0.28051
N 2.81069 1.37096 -5.55164
N 3.46962 0.07917 -0.94498
N 6.27230 0.79765 -2.88329
N -3.04424 0.42747 -1.96555
C 2.88360 0.44805 -2.11663
C 1.08345 1.75297 0.52383
C -0.73156 -2.67737 3.12326
C 1.00864 -1.74749 1.19075
C -3.90219 0.31238 0.51470
C -1.65364 2.70515 -2.85940
C -0.35314 -3.51301 2.08241
C 0.52688 -3.04738 1.11713
C -0.19634 1.83493 3.26316
C -0.25710 -1.37272 3.17844
C 0.61612 -0.86786 2.20838
C 2.76032 1.10093 3.01910
C 3.18533 1.09381 -4.49600
C -2.56843 -3.51010 -1.48781
C 5.12535 0.77128 -3.03619
C 3.71414 0.75582 -3.21652
H -2.59013 3.26618 -2.82128
H -0.76857 -4.51058 2.00285
H -0.26467 1.43539 4.27972
H -1.43194 -3.02916 3.87233
H 2.88980 0.16935 -0.12844
H 0.03443 2.90292 3.32814
H 2.06751 2.11627 0.21804
H -1.75234 1.90406 -3.59225
H 1.70242 -1.42770 0.41994
H 3.48843 0.45365 2.51662
H 3.13444 2.12991 2.97463
H 2.71415 0.79282 4.06947
H -1.17247 1.72776 2.77756
H 0.43840 2.63551 0.63653
H -0.84336 3.37499 -3.15717
H 4.45399 0.25439 -0.82748
H -0.60673 -0.72619 3.97565
H 0.80861 -3.68001 0.28404
*
```

The total energy is -83447.615 eV. The value obtained for the HOMO energy (spin up / spin down) is -0.0703 / -0.1028 Eh. The value obtained for the HOMO-LUMO gap (spin up / spin down) is 6.21 / 7.09 eV. The value obtained for the energy above the lowest of the compared OMol25 structures with the same formula, charge and spin is 26.5 kcal/mol.

---

3.
DFT (ωB97M-V with the def2-TZVPD basis set) results for the ion C5H13N2 with charge +1.

```
! wB97M-V def2-TZVPD RIJCOSX def2/J DEFGRID3
* xyz 1 1
N 0.43791 -1.57289 -1.91368
N 0.93880 1.22158 0.07149
C -0.60011 1.04061 -0.07728
C -1.19263 1.69071 1.16362
C 0.36720 -1.32420 -0.55825
C -0.84401 -0.49437 -0.18080
C 1.06474 -1.84558 0.46504
H -1.84015 1.01520 1.72284
H 1.55981 1.08730 -0.72412
H -1.31269 -0.78529 0.75998
H 2.09126 -2.19562 0.42851
H -0.37722 1.81983 1.87872
H -0.38059 -1.93516 -2.37396
H -1.74700 2.59408 0.96351
H 1.24814 0.62287 0.84296
H -0.76561 1.49530 -1.04986
H 1.27969 -2.01529 -2.25424
H 1.06706 2.19859 0.34927
H 0.62099 -1.98698 1.43384
H -1.61558 -0.63066 -0.94760
*
```

Its SMILES is C=C(N)C[C@@H](C)[NH3+]. The total energy is -8368.526 eV. The value obtained for the HOMO energy is -0.4522 Eh. The value obtained for the HOMO-LUMO gap is 9.13 eV. The value obtained for the energy above the lowest of the compared OMol25 structures with the same formula, charge and spin is 52.7 kcal/mol.

---

4.
DFT (ωB97M-V with the def2-TZVPD basis set) results for a structure of composition C15H17HoN3O3S.

```
! wB97M-V def2-TZVPD RIJCOSX def2/J DEFGRID3
* xyz 1 5
Ho -1.40793 -0.13047 0.36354
S -0.55870 -2.53880 1.21855
O -0.87505 2.03404 3.85910
O -0.69765 1.06078 1.90132
O -3.23160 0.57449 1.68011
N 1.76175 -1.70482 2.21849
N 4.55396 -1.39730 -7.27453
N 1.83005 -2.25842 0.01872
C 0.03269 0.35799 -2.47004
C 0.99062 0.02042 -3.47637
C 3.31523 -0.36844 -4.09248
C 1.13835 -2.21769 1.17256
C 2.39510 -0.01500 -3.14684
C -1.37130 1.58082 2.87224
C -2.96316 1.53452 2.79451
C 1.57310 -0.69097 -5.65682
C -0.70706 0.79605 -1.61202
C 3.85987 -1.04924 -6.44838
C -3.45085 2.89798 2.30257
C 1.23967 -1.20843 3.48017
C -3.42844 1.02723 4.11739
C 2.91908 -0.72230 -5.39919
C 0.60240 -0.28521 -4.78019
H 1.34796 -0.14632 3.51196
H -4.51076 3.07944 2.37605
H 1.26492 -0.86553 -6.66750
H 1.73672 -1.72948 4.28102
H 2.72976 -1.40448 2.16549
H -3.17926 2.92090 1.24131
H -4.20825 0.66940 1.50708
H 2.63624 0.46436 -2.22628
H -2.87658 1.43934 4.94043
H 2.82282 -2.09597 0.09468
H -3.37160 -0.08090 4.17907
H -2.95992 3.77584 2.71792
H 0.17487 -1.46637 3.43627
H 4.34084 -0.24440 -3.79810
H -4.42989 1.26347 4.41631
H -0.51085 -0.16865 -5.05352
H 1.47286 -2.70787 -0.76460
*
```

The total energy is -63071.321 eV. The value obtained for the HOMO energy (spin up / spin down) is -0.4263 / -0.4263 Eh. The value obtained for the HOMO-LUMO gap (spin up / spin down) is 7.90 / 7.97 eV.

---

5.
DFT (ωB97M-V with the def2-TZVPD basis set) results for a cluster of 2 separate species, C4H11NO2S in total.

```
! wB97M-V def2-TZVPD RIJCOSX def2/J DEFGRID3
* xyz 0 3
S -1.68226 -0.89541 1.05405
O -1.55850 -2.27901 0.68461
O -2.10646 -0.61352 2.40356
N 0.49442 -0.34101 -0.44928
C 0.22359 1.00617 1.68842
C -2.87289 -0.07880 -0.02113
C 3.17814 0.19963 -2.01041
C -0.13335 -0.09266 0.62317
H 0.03341 -1.16731 -0.85225
H 0.42601 0.41231 2.60017
H 3.17017 1.30145 -1.70091
H 4.27278 -0.08603 -2.13280
H 2.74637 -0.32227 -1.27215
H -2.72091 0.96922 -0.04211
H -3.84774 -0.34929 0.47293
H 1.15432 1.50798 1.29222
H 2.69175 -0.12517 -2.97667
H -0.62616 1.59045 1.72580
H -2.84269 -0.63674 -1.08720
*
```

The total energy is -20740.376 eV. The value obtained for the HOMO energy (spin up / spin down) is -0.2346 / -0.4118 Eh. The value obtained for the HOMO-LUMO gap (spin up / spin down) is 7.09 / 7.47 eV. The value obtained for the energy above the lowest of the compared OMol25 structures with the same formula, charge and spin is 41.0 kcal/mol.

---

6.
DFT (ωB97M-V with the def2-TZVPD basis set) results for the ion H2N3O2S with charge -1.

```
! wB97M-V def2-TZVPD RIJCOSX def2/J DEFGRID3
* xyz -1 1
S 0.44623 -1.44414 -1.81488
O -0.56005 0.68644 1.22229
O -1.47820 -1.03340 -0.05103
N -0.23620 -0.66388 -0.54006
N 0.27110 0.33985 0.12637
N 1.39107 0.84919 -0.16827
H 1.63524 1.58688 0.48207
H -1.46919 -0.32093 0.74350
*
```

Its SMILES is [H]/N=[N+](\[O-])N(O)[S-]. The total energy is -19428.968 eV. The value obtained for the HOMO energy (spin up / spin down) is -0.1026 / -0.1026 Eh. The value obtained for the HOMO-LUMO gap (spin up / spin down) is 6.91 / 6.90 eV. The value obtained for the energy above the lowest of the compared OMol25 structures with the same formula, charge and spin is 53.9 kcal/mol.

---

7.
DFT (ωB97M-V with the def2-TZVPD basis set) results for a structure of composition C25H39OSTi.

```
! wB97M-V def2-TZVPD RIJCOSX def2/J DEFGRID3
* xyz 3 1
Ti 0.40344 -0.37500 0.04847
S -1.64426 -0.94797 -2.30123
O -0.69839 0.16264 -1.53640
C -5.49250 0.12542 -2.25586
C 3.14239 -2.79786 0.34853
C 1.25853 1.35042 -0.28474
C -4.26183 -0.34620 -2.65044
C -3.34051 -0.72354 -1.67355
C 3.35045 1.55621 -2.18309
C -1.31547 -2.48955 -1.39439
C 0.14785 3.91709 0.80195
C 0.03330 2.69191 3.05109
C 0.68596 1.42795 1.03379
C 2.27994 0.26875 -0.27424
C -7.28950 0.32758 -0.54208
C -1.72214 2.27114 1.37248
C 2.68305 -0.81037 -2.50736
C -0.20222 2.55370 1.53332
C -3.74615 -1.00910 -0.35747
C 3.53313 -1.88846 2.59533
C 4.74773 -0.09544 -1.12699
C 2.49728 -1.88135 1.47295
C 1.14727 -2.51571 1.93430
C -5.93947 -0.10811 -0.95840
C 2.19642 -0.45861 0.99798
C 3.26138 0.19665 -1.44604
C 1.20840 0.30375 1.77466
C -5.08266 -0.74500 -0.01364
H 3.21129 -1.41215 3.50054
H 5.00961 -1.06453 -0.67705
H -5.36783 -0.88608 1.04553
H 4.22943 -2.50051 0.19661
H -1.11003 -2.15091 -0.38163
H 0.19923 3.85345 -0.32475
H 2.67746 -1.85019 -2.05856
H 3.52967 2.39368 -1.46478
H -0.48844 -3.04073 -1.88045
H 0.98160 0.07468 2.84181
H 1.65769 -0.54571 -2.72592
H 1.11133 4.25668 1.21163
H -7.26818 1.12914 0.21890
H -0.61216 4.68197 1.06654
H -2.28941 3.05095 1.92602
H -7.79534 -0.52994 -0.04014
H 0.92715 1.86689 -1.17983
H -0.42106 1.87571 3.64252
H 0.35135 -2.54031 1.17362
H -2.21463 -3.10146 -1.45303
H 2.53235 -2.76829 -0.53875
H -7.95243 0.68682 -1.35545
H -3.01950 -1.39008 0.36034
H -2.06146 1.35910 1.80191
H 3.67710 -2.98209 2.80427
H 0.71531 -1.93580 2.76033
H 3.26181 -0.76651 -3.45503
H 5.15198 0.66114 -0.44811
H -0.34157 3.65136 3.45850
H 2.42424 1.79966 -2.68611
H 5.24374 -0.03574 -2.09960
H 1.35728 -3.55131 2.33077
H -3.88146 -0.18000 -3.67185
H 1.12307 2.68987 3.22286
H 4.18530 1.57172 -2.92868
H 4.48267 -1.42503 2.25020
H -2.08083 2.25788 0.31700
H -6.12412 0.66562 -2.97443
H 3.14633 -3.82986 0.75528
*
```

The total energy is -62523.117 eV. The value obtained for the HOMO energy is -0.6461 Eh. The value obtained for the HOMO-LUMO gap is 4.64 eV.